Entry 1:
Below is C28H44BrN3P2Ti as an isolated structure, with properties calculated with wB97M-V/def2-TZVPD.

Calculated values
- 2S+1: 3
- Total charge: +2

Geometry as XYZ:
```
79
Properties=species:S:1:pos:R:3:forces:R:3
C -4.18316 0.65544 -0.19524 -0.049 -0.168 -0.085
C -3.18396 -0.24906 -0.60675 -0.795 0.558 -1.252
C -3.35365 -0.90483 -1.85324 -0.331 0.458 0.428
C -4.48666 -0.59128 -2.62633 0.910 0.046 0.774
N -5.37166 0.32244 -2.24280 -0.687 -0.201 -0.134
C -5.27890 0.88750 -1.04422 0.945 -0.192 0.338
C -2.03026 -0.49962 0.21955 1.136 -1.973 3.194
C -1.51877 -1.08787 1.24398 -1.887 1.392 -3.183
C -1.23605 -2.12453 2.17647 0.517 -0.810 0.888
C 0.05273 -2.15970 2.74350 0.017 -0.216 0.075
C 0.45497 -3.23173 3.53846 -0.347 0.534 -0.571
C -0.46777 -4.24351 3.74728 -0.056 -1.087 0.845
C -1.78236 -4.23089 3.26591 0.444 0.932 -0.453
C -2.15957 -3.15693 2.45150 0.323 -0.080 0.066
Ti 0.18864 -0.01688 0.61395 -0.329 -0.346 -0.887
P -0.14371 1.81324 -1.02480 -0.526 0.831 -1.196
H -2.62626 -1.63221 -2.20588 -0.140 0.093 0.076
H -4.10804 1.16766 0.76964 -0.046 -0.229 -0.376
H -4.64257 -1.09598 -3.57917 -0.055 0.236 0.140
H -6.07435 1.56567 -0.72635 0.213 -0.160 -0.259
H -3.14961 -3.11680 1.99963 0.197 -0.026 0.170
H 0.76754 -1.33947 2.55774 -0.308 -0.436 0.235
H -2.48121 -5.02342 3.50424 0.149 0.031 -0.043
H 1.44844 -3.27562 3.97078 -0.154 -0.061 -0.056
C 1.31056 2.88378 -1.38580 0.118 -0.133 0.373
C 1.36247 3.67823 -2.68907 0.099 0.282 -0.222
H 2.19256 2.22992 -1.32245 -0.106 0.197 0.044
H 1.37040 3.56721 -0.52800 0.117 -0.094 -0.083
H 2.32257 4.21221 -2.71464 -0.258 -0.114 -0.080
H 1.32086 3.04419 -3.58469 -0.028 0.096 0.277
H 0.57144 4.43629 -2.76329 0.201 -0.313 0.047
C -0.70762 1.21167 -2.68001 0.146 -0.361 0.107
C -1.63074 2.06697 -3.54591 -0.176 0.122 -0.367
H -1.20874 0.25274 -2.48994 0.185 0.176 -0.089
H 0.20940 0.97319 -3.23532 -0.143 0.030 0.085
H -1.80959 1.51383 -4.48124 -0.008 0.223 0.262
H -2.61631 2.23755 -3.08720 0.343 -0.045 -0.026
H -1.19787 3.03779 -3.82714 -0.106 -0.344 0.171
C -1.47237 2.95090 -0.45960 0.006 -0.143 0.321
C -1.56820 4.36313 -1.03434 -0.253 0.266 -0.043
H -1.35097 3.01580 0.63274 -0.059 0.011 -0.161
H -2.41090 2.40249 -0.62225 0.207 0.162 0.016
H -2.40835 4.86176 -0.53167 0.233 -0.004 -0.169
H -0.67126 4.96594 -0.84382 -0.182 -0.208 -0.040
H -1.78435 4.38051 -2.11019 0.130 -0.063 0.343
Br 0.11300 -5.74143 4.80163 -0.301 0.536 -0.387
P 1.82750 -1.38902 -0.74196 0.255 -0.142 -0.278
C 2.33763 -0.78004 -2.40199 -0.108 0.141 -0.121
C 3.66685 -1.27827 -2.96667 0.247 -0.141 -0.232
H 2.35661 0.31940 -2.32663 0.023 -0.329 -0.011
H 1.52306 -1.01507 -3.10344 0.082 0.028 0.238
H 3.85081 -0.78860 -3.93277 -0.022 -0.106 0.267
H 4.51276 -1.03425 -2.31165 -0.205 -0.077 -0.142
H 3.66647 -2.36059 -3.15461 -0.011 0.324 0.138
C 3.35544 -1.60261 0.25593 0.025 0.093 0.114
C 4.10461 -2.92627 0.12494 0.340 -0.234 0.039
H 3.05132 -1.44766 1.30318 0.130 -0.084 -0.164
H 4.01926 -0.76052 0.01066 -0.182 -0.115 0.029
H 4.95787 -2.91830 0.81679 -0.213 -0.054 -0.179
H 3.47692 -3.78734 0.39126 0.138 0.237 -0.108
H 4.51069 -3.08071 -0.88470 -0.207 0.058 0.303
C 1.02322 -3.02799 -0.94213 -0.117 -0.144 -0.025
C 1.55584 -3.91240 -2.07096 0.022 -0.338 -0.090
H -0.05042 -2.82897 -1.09627 0.266 -0.030 0.006
H 1.08582 -3.55399 0.02370 0.032 0.216 -0.159
H 0.97472 -4.84410 -2.09655 0.153 0.233 -0.046
H 1.45070 -3.43247 -3.05237 0.056 -0.109 0.247
H 2.60770 -4.19177 -1.92134 -0.316 0.146 -0.060
C -0.70312 2.83407 5.13348 -0.360 0.148 0.087
N 0.41664 2.20497 4.39567 -1.094 0.555 0.960
C 1.73582 2.22933 5.06297 0.580 -0.217 -0.020
C 0.26461 1.61257 3.27149 2.815 -1.335 -2.251
N 0.58628 1.04707 2.26766 -1.491 2.053 2.861
H -0.26133 3.21626 6.05858 -0.418 -0.039 -0.264
H -1.48303 2.10287 5.38537 0.270 0.198 -0.125
H -1.13368 3.67214 4.56951 0.149 -0.282 0.125
H 2.08389 1.21078 5.29273 -0.143 0.362 -0.126
H 2.47775 2.75826 4.44742 -0.281 -0.210 0.161
H 1.58103 2.77695 5.99699 0.277 -0.214 -0.286
```
Positions in Å, forces in eV/Å.

***

Entry 2:
Below is a 10-piece molecular cluster, C28H44Cl12F12O8 overall, with properties calculated with wB97M-V/def2-TZVPD.

Calculated values
- SMILES: CCOC(=O)C(F)(F)F.CCOC(=O)C(F)(F)F.CCOC(=O)C(F)(F)F.CCOC(=O)C(F)(F)F.ClCCCl.ClCCCl.ClCCCl.ClCCCl.ClCCCl.ClCCCl

Geometry as XYZ:
```
104
Properties=species:S:1:pos:R:3:forces:R:3
C -9.17089 -5.24848 -0.05695 0.112 0.152 0.074
C -8.12479 -6.17451 -0.66694 0.903 2.408 -0.211
O -8.60334 -7.09609 -1.57845 -1.842 -2.217 -3.017
C -9.03321 -6.81467 -2.86401 0.671 2.238 0.669
O -9.08244 -5.74545 -3.44365 0.458 -1.390 1.603
C -9.51055 -8.02985 -3.67310 -0.917 -0.716 0.913
F -8.67148 -8.35029 -4.64105 0.655 -0.268 0.175
F -9.70642 -9.08260 -2.83364 0.073 0.437 -1.017
F -10.66636 -7.73265 -4.29592 0.177 -0.138 0.682
H -9.88032 -5.74005 0.60877 0.215 -0.144 0.071
H -9.75904 -4.68047 -0.77775 0.148 -0.297 -0.377
H -8.61450 -4.48329 0.48433 -0.064 -0.086 0.342
H -7.49240 -6.66965 0.06996 -0.594 -0.502 0.084
H -7.39574 -5.58126 -1.21889 0.021 0.526 0.010
C 0.92627 8.32631 4.67434 -0.266 0.251 0.100
C 0.55520 7.01577 5.33693 0.910 -0.062 -1.560
O -0.09178 7.17380 6.56831 -0.550 -1.252 2.695
C -0.27930 6.00896 7.29948 0.051 -1.115 -2.791
O -0.19944 4.88470 6.83464 0.204 1.938 0.775
C -0.74377 6.18778 8.74787 0.627 3.327 -1.241
F -2.05032 6.28078 8.79345 -1.356 -0.605 0.040
F -0.29755 5.27401 9.52123 0.460 -1.649 1.078
F -0.29545 7.39099 9.18839 0.316 -0.098 0.256
H 1.71017 8.88902 5.18125 -0.111 -0.083 0.182
H 0.05829 8.96883 4.52636 0.012 0.032 0.035
H 1.30770 8.04977 3.69142 0.027 0.107 -0.072
H 1.49637 6.48067 5.46317 -0.187 -0.443 0.195
H -0.06774 6.48465 4.61723 -0.136 -0.350 0.304
C 5.83469 6.28776 -2.28008 1.429 -0.014 1.963
C 5.58119 7.16892 -3.44064 -1.651 -1.252 -1.071
O 4.44385 8.01411 -3.16455 -0.347 2.495 -0.699
C 4.17653 8.99388 -4.09411 2.772 -0.721 -1.320
O 4.79089 9.14339 -5.15135 -1.707 -0.386 2.625
C 3.09599 10.00806 -3.64318 -0.299 0.237 -0.784
F 2.32418 10.33535 -4.68446 -0.109 -0.454 -0.198
F 2.32937 9.49464 -2.69938 -0.167 0.022 0.500
F 3.61397 11.17555 -3.23973 0.447 -0.514 0.476
H 6.54865 6.80804 -1.64158 0.255 -0.069 0.214
H 6.34490 5.37753 -2.59515 -0.119 -0.018 -0.112
H 5.06221 6.02364 -1.55784 -0.631 0.055 -0.752
H 5.17823 6.52307 -4.22077 0.626 0.172 -0.616
H 6.50771 7.66346 -3.73232 -0.498 0.445 -0.224
C 5.79735 -2.58164 -1.87030 -0.721 -0.179 -1.268
C 6.41559 -2.39947 -0.53464 0.564 1.229 0.154
O 6.74014 -3.61518 0.10300 -0.542 -2.355 1.082
C 5.72915 -4.44546 0.49997 -0.268 2.400 -0.751
O 4.56046 -4.15659 0.40163 1.111 -0.807 0.289
C 6.25018 -5.77260 1.10594 -0.960 1.444 0.425
F 7.59354 -5.77816 1.10007 -1.141 -0.905 0.316
F 5.74064 -5.85411 2.38297 1.134 -0.254 -1.277
F 5.69765 -6.74885 0.38131 0.878 -0.306 0.384
H 5.98831 -1.75247 -2.55157 0.237 0.245 0.265
H 4.71376 -2.69818 -1.88932 0.089 -0.293 0.303
H 6.27159 -3.44188 -2.34273 -0.146 -0.150 -0.074
H 5.87317 -1.74326 0.14598 -0.257 -0.144 -0.014
H 7.39843 -1.95388 -0.68816 0.009 0.073 0.166
Cl 3.40605 -2.97601 -10.17618 0.003 -0.234 -0.482
C 2.15056 -1.94368 -9.42116 -0.174 -1.251 -0.183
C 1.67429 -2.73026 -8.16981 0.226 1.531 0.377
Cl 1.00105 -1.48602 -7.03165 -0.129 -0.319 -0.036
H 1.29461 -1.85158 -10.08973 0.192 -0.063 -0.156
H 2.64271 -0.97151 -9.39353 -0.351 -0.138 1.082
H 2.45670 -3.24395 -7.61118 0.112 0.242 -0.338
H 0.87824 -3.44447 -8.38032 0.117 0.233 -0.259
Cl -2.42209 -9.29045 1.45774 0.150 0.259 0.600
C -1.04674 -8.13583 1.32171 -0.131 -0.449 -0.421
C -0.44810 -8.37105 -0.08030 -0.111 1.147 1.186
Cl -1.68321 -7.87232 -1.29221 0.624 -0.307 0.017
H -0.34688 -8.28149 2.14455 0.142 -0.622 -0.245
H -1.40292 -7.12105 1.49912 -0.295 -0.085 -0.565
H -0.11369 -9.40124 -0.20269 -0.372 0.112 -0.214
H 0.40672 -7.69980 -0.16277 -0.006 -0.044 -0.357
Cl -6.66707 -4.08618 6.64396 -0.113 0.267 0.139
C -7.30009 -2.50557 7.17485 -0.447 0.928 0.038
C -6.20641 -1.55757 7.62448 0.731 -0.371 0.304
Cl -5.33333 -0.90627 6.19349 -0.009 -0.101 0.386
H -8.03685 -2.63640 7.96741 0.209 -0.326 0.090
H -7.82880 -2.03887 6.34373 0.040 -0.274 -0.099
H -5.51043 -2.08832 8.27410 0.301 -0.161 -0.393
H -6.48538 -0.71301 8.25457 -0.712 0.038 -0.470
Cl -7.10814 -0.07226 -6.35176 -1.489 1.071 -0.457
C -5.94088 -1.26287 -5.92484 0.395 -0.447 0.218
C -5.75642 -2.31913 -6.99259 0.840 -0.663 0.126
Cl -4.90452 -1.65337 -8.41214 0.047 0.017 -0.067
H -6.23540 -1.70285 -4.97207 0.005 -0.154 -0.115
H -5.05167 -0.65259 -5.76689 0.364 -0.685 -0.055
H -6.59821 -2.88440 -7.39256 -0.501 0.721 0.373
H -5.12887 -3.10419 -6.57074 0.338 0.132 -0.021
Cl -2.29504 -0.34141 0.25854 -0.177 0.333 -0.002
C -0.59394 -0.12327 0.75853 -0.066 -1.275 0.485
C -0.34811 1.20297 1.39763 -0.625 1.414 -0.972
Cl 1.36776 1.42573 1.80761 -0.089 -0.159 0.140
H -0.00328 -0.28874 -0.14250 0.128 0.168 0.277
H -0.43301 -0.92648 1.47760 0.284 -0.015 -0.184
H -0.99883 1.48639 2.22489 0.281 -0.656 0.302
H -0.59542 1.95014 0.64352 0.267 0.189 -0.046
Cl 9.54304 3.89793 3.34756 -0.392 0.339 0.424
C 8.47547 4.80559 4.49115 0.067 1.217 -0.262
C 8.68660 6.36740 4.31135 -0.432 -1.655 0.736
Cl 7.53226 7.13210 5.52309 0.875 -0.204 -0.803
H 8.71922 4.53328 5.51806 0.351 0.034 -0.191
H 7.44069 4.49092 4.35581 0.135 0.183 -0.424
H 8.49782 6.76276 3.31326 -0.358 -0.250 0.188
H 9.73047 6.56684 4.55352 -0.253 0.335 0.330
```
Positions in Å, forces in eV/Å.

***

Entry 3:
Below is C28H44F5KN4O6STe as an isolated structure, with properties calculated with wB97M-V/def2-TZVPD.

Calculated values
- Total charge: -2

Geometry as XYZ:
```
90
Properties=species:S:1:pos:R:3:forces:R:3
K -0.40623 2.23627 0.04784 -0.674 -0.335 -0.106
C 5.69787 1.82182 -0.42659 0.038 0.060 0.055
C 5.21853 0.50100 0.16621 -0.010 0.019 -0.025
C 4.52359 0.74084 1.51045 -0.039 0.029 -0.002
C 4.30894 -0.28682 -0.75859 0.014 -0.045 -0.015
C 3.72589 0.26035 -1.89393 -0.039 0.032 0.005
C 2.86303 -0.48871 -2.68427 -0.017 0.019 -0.007
C 2.56448 -1.80903 -2.37993 0.010 -0.017 0.021
C 1.64597 -2.61978 -3.25358 -0.044 0.002 0.020
C 3.15071 -2.35981 -1.24235 -0.016 0.001 -0.015
C 4.00227 -1.61126 -0.44802 0.046 -0.003 -0.013
H 6.40106 2.30166 0.25894 0.014 -0.023 -0.014
H 4.87609 2.52280 -0.56932 0.046 -0.103 -0.007
H 6.19457 1.68362 -1.38927 -0.005 -0.022 0.002
H 6.10777 -0.11875 0.34159 -0.024 -0.035 0.045
H 3.62241 1.34074 1.37257 0.009 -0.011 -0.011
H 5.18987 1.26700 2.20066 0.002 0.002 0.002
H 4.20878 -0.19559 1.97393 0.014 -0.001 -0.007
H 3.90415 1.29406 -2.15890 -0.019 -0.015 0.008
H 2.39094 -0.01883 -3.54033 0.001 -0.003 0.020
H 1.14733 -3.40296 -2.68034 -0.004 0.010 0.000
H 2.19865 -3.10033 -4.06622 -0.003 -0.005 0.003
H 0.87361 -1.99550 -3.70264 -0.023 0.012 0.010
H 2.92131 -3.38485 -0.96807 -0.005 0.007 0.003
H 4.43404 -2.06123 0.44107 -0.006 0.006 0.003
N 0.64860 3.23082 2.74466 0.065 0.027 0.140
C -0.67331 3.84739 2.95921 -0.029 -0.127 0.021
C -1.89957 2.90900 2.82102 -0.074 -0.317 0.256
O -2.95839 3.33007 3.35682 0.107 0.200 -0.077
N -1.68606 1.80046 2.14865 -0.281 0.100 0.220
C -2.84848 1.01792 1.77896 -0.089 0.120 -0.110
C -3.19376 1.03337 0.25648 -0.085 0.153 0.246
O -3.95881 0.11047 -0.13395 0.130 0.158 0.143
O -2.71412 1.95499 -0.44837 -0.947 -0.287 -0.141
H 1.38087 3.92141 2.87075 -0.094 0.137 -0.047
H 0.75919 2.92484 1.78500 0.163 0.015 0.545
H -0.84697 4.68633 2.27132 -0.061 0.027 0.023
H -0.69852 4.25836 3.97037 -0.002 -0.015 0.013
H -3.76294 1.36866 2.27349 0.023 -0.039 0.095
H -2.71603 -0.04047 2.04000 0.011 0.008 0.048
C -5.41026 -3.56842 -5.02878 -0.003 -0.006 0.008
C -5.42145 -2.09603 -4.63643 0.015 0.001 0.015
N -4.61093 -1.81251 -3.46212 0.001 -0.086 -0.037
C -5.29490 -1.42166 -2.22911 0.006 0.011 -0.125
C -5.98653 -2.58794 -1.53945 -0.021 -0.012 -0.001
C -3.26572 -1.75093 -3.64256 -0.070 0.062 -0.075
O -2.75886 -1.89979 -4.75318 -0.013 -0.014 0.038
C -2.41416 -1.51960 -2.43454 0.030 -0.082 -0.018
C -2.34731 -2.43995 -1.40063 0.025 -0.024 -0.008
C -1.49902 -2.18891 -0.33916 0.009 -0.018 0.068
C -0.74509 -1.02480 -0.34722 0.132 -0.038 -0.139
N -0.79256 -0.14356 -1.34627 0.139 -0.188 -0.010
C -1.61329 -0.38889 -2.35734 -0.044 0.040 0.002
H -6.03700 -3.73566 -5.90868 0.005 -0.001 0.002
H -5.78627 -4.18971 -4.21361 0.003 0.007 -0.005
H -4.39318 -3.87793 -5.26533 0.006 -0.004 0.001
H -6.43887 -1.77293 -4.40873 0.000 0.002 0.001
H -5.05179 -1.49537 -5.46981 0.001 -0.004 -0.012
H -6.03817 -0.66312 -2.49663 -0.004 0.009 0.009
H -4.59835 -0.91416 -1.55674 -0.031 -0.037 0.031
H -6.78207 -3.02055 -2.15485 0.000 -0.005 -0.013
H -6.42741 -2.24536 -0.60195 0.019 0.007 -0.013
H -5.27361 -3.38200 -1.30828 0.002 0.021 0.025
H -2.95275 -3.33875 -1.42735 -0.021 0.019 0.005
H -1.43459 -2.86941 0.50042 0.010 -0.006 -0.011
H -0.06655 -0.78493 0.46803 -0.057 -0.003 0.016
H -1.66080 0.36306 -3.13744 0.018 -0.017 -0.005
C 1.33680 -2.23906 3.55945 0.044 0.025 0.004
C 0.35559 -1.21294 4.10557 -0.032 -0.026 0.076
S 0.64623 0.49387 3.51191 0.063 -0.074 -0.210
O 1.15477 0.29546 2.11824 -0.022 -0.016 -0.043
C 2.13466 0.82745 4.49936 0.034 -0.037 0.082
C 1.74601 1.36727 5.86770 -0.008 0.006 0.011
H 0.88664 -3.23327 3.53045 0.011 0.005 0.023
H 2.24497 -2.30102 4.16265 -0.007 0.021 -0.010
H 1.62341 -1.95698 2.54410 -0.026 -0.014 -0.022
H 0.34768 -1.16785 5.19844 -0.060 -0.022 -0.014
H -0.66401 -1.42461 3.77707 0.019 0.009 -0.022
H 2.65967 1.57809 3.91018 -0.050 0.025 -0.022
H 2.75734 -0.06802 4.55555 0.016 0.031 -0.026
H 1.01649 2.17198 5.75644 0.029 0.005 -0.007
H 2.61572 1.76296 6.39650 0.001 -0.021 -0.003
H 1.29793 0.59435 6.49687 -0.004 0.005 -0.010
F 3.26654 5.80541 -0.78283 -0.103 0.007 0.088
Te 2.32295 4.18294 -0.90101 -0.856 1.340 -0.821
F 1.31280 5.07488 -2.22386 0.144 -0.143 -0.086
F 1.03028 4.99192 0.21796 0.146 -0.200 0.163
F 3.56438 3.90932 -2.30273 0.459 -0.315 0.420
F 3.26912 3.86624 0.70029 0.366 -0.336 -0.210
O 1.57817 2.58108 -1.04591 1.577 0.354 -0.462
```
Positions in Å, forces in eV/Å.

***

Summary of ΔE to the lowest compared entry with this formula, charge and spin in kJ/mol
0.00, 154.29, 146.18
(order as listed above)